No. 1
Molecular formula: C36H32N3O6PS3Ta
Method: DFT, ωB97M-V/def2-TZVPD

ORCA input file:
```
! wB97M-V def2-TZVPD RIJCOSX def2/J DEFGRID3
* xyz 0 2
Ta -0.13791 -0.52708 -0.28960
O 1.30932 -0.81388 -1.52960
C 2.54513 -1.28552 -1.52292
C 3.05065 -2.03122 -0.44211
C 4.35163 -2.55938 -0.47535
C 4.80953 -3.31295 0.58032
C 4.02327 -3.58079 1.69744
C 2.74376 -3.06427 1.74276
C 2.23793 -2.28706 0.69807
O 1.01234 -1.81081 0.80874
N 6.16837 -3.85288 0.52486
O 6.84132 -3.60695 -0.45927
O 6.55528 -4.51918 1.46658
H 3.13686 -1.07617 -2.40673
H 4.99300 -2.37833 -1.32600
H 4.42464 -4.17765 2.50177
H 2.10089 -3.24065 2.59545
C -2.57549 -4.30864 -1.25734
C -2.76958 -4.85849 -0.00384
C -2.29153 -4.17711 1.10115
C -1.59374 -2.98011 0.94945
C -1.34611 -2.41608 -0.31569
C -1.88925 -3.10878 -1.39826
C -1.24828 -2.20015 2.15104
C -1.15002 -2.82326 3.42034
C -0.91780 -2.07015 4.52239
C -0.87477 -0.66336 4.40392
C -0.75466 0.17269 5.53637
C -0.78289 1.52935 5.40130
C -0.94592 2.09308 4.12188
C -1.04056 1.30685 3.00790
C -0.98184 -0.10063 3.11434
N -1.06546 -0.89909 1.99159
H -2.97054 -4.80462 -2.13563
H -3.31111 -5.78720 0.11762
H -2.50113 -4.56716 2.08783
H -1.81022 -2.71695 -2.39922
H -1.21450 -3.89821 3.48420
H -0.79254 -2.52650 5.49704
H -0.65536 -0.29002 6.51078
H -0.69535 2.17049 6.26817
H -0.98583 3.16913 4.01603
H -1.17277 1.75256 2.03648
C 0.29904 -2.16009 -3.58338
C -0.64029 -0.98652 -3.62793
C -0.99105 -0.56958 -4.93897
C -1.89712 0.41693 -5.13161
C -2.52972 0.99248 -4.00747
C -3.52519 1.98224 -4.14500
C -4.13211 2.49583 -3.03434
C -3.76210 2.03768 -1.76167
C -2.78134 1.08636 -1.59261
S -2.37542 0.52524 0.00609
C -2.13712 0.54328 -2.73087
N -1.14823 -0.40768 -2.55257
H -0.06735 -2.90063 -4.29787
H 0.38108 -2.63009 -2.61293
H 1.29280 -1.85508 -3.91289
H -0.51301 -1.06751 -5.77155
H -2.16179 0.75426 -6.12623
H -3.79542 2.31336 -5.13962
H -4.90163 3.25069 -3.12723
H -4.25579 2.43397 -0.88297
C 3.79139 5.31578 -0.29312
C 2.60537 4.53335 -0.80125
O 2.51454 3.31323 -0.03735
P 1.11857 2.56626 0.08120
S 1.45342 0.94830 1.19451
S 0.30562 2.00661 -1.61926
O 0.22387 3.66572 0.82681
C -1.08774 4.06675 0.36430
C -1.65690 5.02623 1.37901
H 3.91531 6.22672 -0.87957
H 4.70186 4.72340 -0.37601
H 3.64870 5.58945 0.75165
H 2.71835 4.26264 -1.85245
H 1.68207 5.10638 -0.68778
H -1.71134 3.18004 0.24749
H -0.98403 4.53569 -0.61573
H -1.77315 4.54313 2.34865
H -2.63969 5.36461 1.04820
H -1.01322 5.89773 1.49807
*
```

Energy relative to the best compared isomer or geometry (same formula, charge and spin) in kcal per mole: 7.6
HOMO level (spin up / spin down) in eV: -6.22 / -7.80
HOMO-LUMO gap (spin up / spin down) in eV: 5.6 / 7.2

Löwdin atomic charge list, values in e, 5 entries:
1. Ta 1.465
2. O -0.393
3. C -0.145
4. C -0.139
5. C 0.053

---

No. 2
Molecular formula: C36H32N5P2Ru
Method: DFT, ωB97M-V/def2-TZVPD

ORCA input file:
```
! wB97M-V def2-TZVPD RIJCOSX def2/J DEFGRID3
* xyz 3 5
Ru -0.16547 -0.13558 0.31575
C -1.36698 -3.28972 0.41698
P -0.52000 -2.18484 -0.87495
C 1.00289 -3.08381 -1.27616
C 0.99456 -4.47592 -1.38948
C 2.17903 -5.14999 -1.64704
C 3.36101 -4.45290 -1.89100
C 3.36628 -3.07180 -1.79339
C 2.17668 -2.38839 -1.53885
C -1.46937 -2.42352 -2.41803
C -2.66577 -3.15662 -2.46532
C -3.18001 -3.54792 -3.69800
C -2.56542 -3.17713 -4.87192
C -1.42462 -2.38477 -4.85684
C -0.88011 -1.99428 -3.63567
C -2.08012 -2.33177 1.30759
C -3.32832 -2.43714 1.96217
C -3.49351 -1.26027 2.70310
C -2.34903 -0.46359 2.48135
C -1.97998 0.86121 3.03857
P -0.76118 1.56053 1.76531
C 0.60009 2.23954 2.73905
C 1.18154 1.41832 3.70803
C 2.31664 1.83973 4.41866
C 2.85594 3.09138 4.17842
C 2.29855 3.88915 3.19890
C 1.20625 3.45929 2.45058
C -1.72165 2.90823 1.03699
C -2.40350 2.66123 -0.15004
C -3.09807 3.68894 -0.78802
C -3.23316 4.92472 -0.17399
C -2.63799 5.14279 1.05507
C -1.87384 4.14796 1.66305
N -1.47919 -1.11882 1.62087
H -0.59165 -3.82535 0.97729
H -2.03979 -4.04318 -0.01876
H 0.05426 -5.03237 -1.26851
H 2.15965 -6.24890 -1.67185
H 4.27978 -4.98618 -2.14434
H 4.28835 -2.50171 -1.91703
H 2.16127 -1.29347 -1.55382
H -3.18420 -3.42499 -1.53993
H -4.06474 -4.18778 -3.72584
H -2.98399 -3.50991 -5.82825
H -0.95950 -2.04904 -5.78975
H 0.01889 -1.36963 -3.60972
H -4.04635 -3.26410 1.88655
H -4.32374 -1.03392 3.39482
H -1.49579 0.77944 4.02125
H -2.84792 1.52576 3.17620
H 0.75452 0.43231 3.90475
H 2.80661 1.17401 5.12931
H 3.70398 3.43717 4.78298
H 2.71271 4.88712 2.97158
H 0.82259 4.12899 1.67059
H -2.35731 1.67962 -0.62568
H -3.57441 3.49731 -1.76090
H -3.81047 5.72887 -0.64295
H -2.73616 6.10695 1.56619
H -1.44322 4.32142 2.64419
N 3.94143 1.21529 0.31519
C 4.26100 0.38406 1.37657
C 3.13245 -0.31784 1.68254
N 2.12300 0.06847 0.82684
C 2.63464 0.99088 -0.01513
C 1.82568 1.52753 -1.08790
N 0.54408 1.12586 -1.24041
C 0.08117 1.66949 -2.43860
C 1.07330 2.39687 -2.99560
N 2.17459 2.31257 -2.16232
H 4.60816 1.87950 -0.09298
H 5.25905 0.39215 1.81905
H 2.95766 -1.09928 2.42986
H -0.93925 1.48013 -2.79512
H 1.10486 2.94310 -3.93552
H 3.05262 2.79856 -2.30664
*
```

Energy relative to the best compared isomer or geometry (same formula, charge and spin) in kcal per mole: 0.0
HOMO level (spin up / spin down) in eV: -16.41 / -16.42
HOMO-LUMO gap (spin up / spin down) in eV: 7.8 / 5.3

Löwdin atomic charge list, values in e, 5 entries:
1. Ru 1.066
2. C -0.193
3. P 1.027
4. C -0.384
5. C -0.072

---

No. 3
Molecular formula: C36H33BN6PdTe
Method: DFT, ωB97M-V/def2-TZVPD

ORCA input file:
```
! wB97M-V def2-TZVPD RIJCOSX def2/J DEFGRID3
* xyz 0 1
Pd 0.00652 0.13271 -0.12091
C 0.00362 4.86091 -2.48081
C -0.01098 4.04521 -1.23851
C -0.00288 4.48791 0.06849
C -0.01588 3.32271 0.85819
N -0.03088 2.27161 0.04909
N -0.02818 2.69361 -1.21571
B -0.01928 1.67341 -2.36471
N -1.30428 0.79081 -2.19771
N -1.86278 0.68061 -0.98301
C -2.97978 -0.03819 -1.07791
C -3.19758 -0.33549 -2.43271
C -2.11698 0.20201 -3.11011
C -1.84128 0.10971 -4.56671
C -3.70438 -0.41109 0.12779
C -5.02598 -0.84669 0.08949
C -5.67648 -1.19149 1.25879
C -5.02028 -1.11159 2.47559
C -3.70038 -0.69059 2.52509
C -3.04538 -0.35039 1.35949
N 1.29142 0.83001 -2.20591
N 1.86112 0.73551 -0.99501
C 2.97182 0.00491 -1.09161
C 3.17182 -0.31729 -2.44361
C 2.09052 0.22381 -3.11871
C 1.80762 0.12851 -4.57331
C 3.69562 -0.36859 0.11489
C 5.00862 -0.82919 0.08859
C 5.63702 -1.19599 1.26399
C 4.96862 -1.10799 2.47429
C 3.65992 -0.65299 2.51199
C 3.02692 -0.29439 1.34079
C -0.01298 3.17471 2.30559
C -0.01878 1.91101 2.90129
C -0.01798 1.78551 4.27679
C -0.00978 2.91371 5.08169
C -0.00008 4.17081 4.50239
C -0.00218 4.30031 3.12779
H 0.01272 5.91521 -2.21771
H -0.87598 4.65711 -3.08891
H 0.88762 4.63861 -3.07611
H 0.01482 5.51201 0.38559
H -0.03288 2.22231 -3.41731
H -4.01188 -0.88769 -2.85771
H -2.77628 -0.03669 -5.10201
H -1.20048 -0.74789 -4.77251
H -1.34648 1.00481 -4.93141
H -5.54388 -0.90789 -0.85491
H -6.70268 -1.52669 1.21939
H -5.53458 -1.38979 3.38269
H -3.18508 -0.63669 3.47389
H -1.99548 -0.03559 1.39229
H 3.96762 -0.89719 -2.86591
H 2.73852 -0.03809 -5.10931
H 1.33072 1.03271 -4.94121
H 1.14872 -0.71629 -4.77461
H 5.53892 -0.89469 -0.84921
H 6.65492 -1.55649 1.23609
H 5.46292 -1.40759 3.38569
H 3.13382 -0.58919 3.45379
H 1.98452 0.04501 1.36309
H -0.02348 1.01201 2.27009
H -0.02298 0.80561 4.73369
H -0.01048 2.81511 6.15619
H 0.00922 5.05361 5.12439
H 0.00482 5.28301 2.68229
Te 0.04332 -2.22449 -1.04631
C 0.07442 -4.08759 -0.01661
C 0.74952 -5.13649 -0.62801
C 0.75232 -6.39669 -0.06601
C 0.06202 -6.62969 1.11229
C -0.60438 -5.58609 1.73239
C -0.59748 -4.31999 1.17379
H 1.27542 -4.95999 -1.55501
H 1.28932 -7.19909 -0.55031
H 0.04022 -7.62069 1.54019
H -1.13578 -5.76089 2.65729
H -1.13188 -3.51539 1.66069
*
```

HOMO level in eV: -6.89
HOMO-LUMO gap in eV: 5.8

Löwdin atomic charge list, values in e, 5 entries:
1. Pd 0.566
2. C -0.020
3. C -0.255
4. C 0.044
5. C -0.208